{
  "formula": "C18H15F2NO2",
  "method": "ωB97M-V/def2-TZVPD",
  "symbols": ["C", "C", "O", "C", "C", "C", "N", "O", "H", "H", "H", "H", "H", "H", "F", "C", "C", "C", "C", "C", "C", "C", "C", "C", "C", "C", "F", "C", "C", "H", "H", "H", "H", "H", "H", "H", "H", "H"],
  "xyz": [[-3.35, -0.21, 1.67], [-1.99, 0.02, 1.07], [-0.98, -0.48, 1.95], [0.27, -0.06, 1.54], [1.33, -0.60, 2.33], [2.61, -0.28, 2.00], [3.76, -0.08, 1.80], [0.41, 0.70, 0.59], [-4.10, 0.04, 0.92], [-3.50, -1.24, 1.99], [-3.51, 0.47, 2.52], [-1.91, -0.49, 0.10], [-1.83, 1.10, 0.91], [1.10, -1.29, 3.13], [6.72, -1.18, 7.74], [5.77, -1.57, 6.82], [6.18, -2.39, 5.77], [5.21, -2.79, 4.84], [3.90, -2.37, 4.97], [3.48, -1.51, 6.04], [2.11, -1.14, 6.05], [1.37, -0.34, 6.96], [-0.04, -0.23, 6.72], [-0.87, 0.52, 7.53], [-0.35, 1.23, 8.62], [1.02, 1.13, 8.86], [1.54, 1.82, 9.93], [1.89, 0.37, 8.08], [4.47, -1.12, 6.99], [7.22, -2.71, 5.68], [5.48, -3.44, 4.01], [3.14, -2.67, 4.25], [1.51, -1.57, 5.24], [-0.44, -0.77, 5.86], [-1.94, 0.58, 7.31], [-0.98, 1.84, 9.26], [2.94, 0.35, 8.33], [4.23, -0.50, 7.83]],
  "spin_multiplicity": 1,
  "e_lumo_ev": -3.6,
  "gap_ev": 3.04,
  "homo_ev": -6.67
}

***

{
  "formula": "C18H15F3In",
  "method": "ωB97M-V/def2-TZVPD",
  "symbols": ["In", "F", "C", "C", "C", "C", "C", "C", "H", "H", "H", "H", "H", "F", "C", "C", "C", "C", "C", "C", "H", "H", "H", "H", "H", "F", "C", "C", "C", "C", "C", "C", "H", "H", "H", "H", "H"],
  "xyz": [[7.81, -10.13, -21.90], [6.64, -10.44, -20.74], [5.49, -10.38, -20.03], [5.56, -10.50, -18.64], [4.54, -10.04, -17.84], [3.39, -9.61, -18.53], [3.26, -9.53, -19.93], [4.40, -9.79, -20.68], [6.45, -10.87, -18.15], [4.57, -10.00, -16.76], [2.52, -9.30, -17.96], [2.37, -9.12, -20.39], [4.29, -9.67, -21.75], [7.15, -8.47, -21.61], [6.18, -7.59, -21.32], [5.54, -7.69, -20.07], [4.59, -6.73, -19.67], [4.20, -5.74, -20.53], [4.68, -5.68, -21.81], [5.72, -6.54, -22.15], [5.86, -8.44, -19.37], [4.17, -6.78, -18.67], [3.47, -5.04, -20.15], [4.44, -4.94, -22.56], [6.03, -6.53, -23.19], [9.43, -9.88, -22.05], [10.74, -9.53, -21.87], [11.12, -8.69, -20.88], [12.46, -8.27, -20.73], [13.40, -8.83, -21.57], [13.01, -9.70, -22.64], [11.68, -10.02, -22.80], [10.39, -8.25, -20.21], [12.68, -7.59, -19.93], [14.45, -8.60, -21.43], [13.85, -10.01, -23.25], [11.25, -10.54, -23.65]],
  "total_charge": 3,
  "spin_multiplicity": 1,
  "e_above_lowest_kcal_mol": 256.2,
  "e_lumo_ev": -15.1,
  "gap_ev": 3.52,
  "homo_ev": -18.58
}

***

{
  "formula": "C18H15F3MoS3SbSe2Te3",
  "method": "ωB97M-V/def2-TZVPD",
  "symbols": ["Mo", "Se", "Te", "Te", "Se", "S", "Sb", "S", "S", "C", "C", "C", "C", "C", "C", "Te", "C", "C", "C", "H", "H", "H", "H", "H", "H", "H", "H", "H", "H", "H", "F", "C", "F", "F", "C", "C", "C", "C", "C", "C", "C", "C", "H", "H", "H", "H"],
  "xyz": [[-1.51, 0.39, -3.90], [-3.50, -1.19, -3.39], [-5.43, 0.15, -4.27], [-5.03, 2.27, -2.60], [-2.51, 2.44, -3.17], [-0.26, 3.50, -7.50], [0.36, 1.46, -6.72], [0.46, 1.76, -4.25], [-1.81, 0.23, -6.15], [-1.23, 2.55, 5.64], [-1.28, 2.25, 4.17], [-1.31, 3.26, 3.22], [-1.34, 2.98, 1.86], [-1.37, 4.11, 0.88], [-1.34, 1.65, 1.42], [-1.25, 1.22, -0.70], [-1.33, 0.63, 2.36], [-1.35, -0.83, 1.99], [-1.30, 0.94, 3.72], [-1.20, 3.62, 5.81], [-0.34, 2.11, 6.08], [-2.10, 2.14, 6.14], [-1.30, 4.29, 3.54], [-1.34, 5.07, 1.39], [-2.28, 4.06, 0.27], [-0.52, 4.04, 0.20], [-1.42, -0.95, 0.91], [-2.19, -1.33, 2.46], [-0.43, -1.31, 2.33], [-1.29, 0.13, 4.44], [4.65, -4.45, 1.45], [4.78, -4.43, 0.10], [6.01, -3.88, -0.11], [4.91, -5.72, -0.26], [3.67, -3.72, -0.58], [3.39, -2.39, -0.23], [2.35, -1.73, -0.83], [1.56, -2.36, -1.81], [1.85, -3.70, -2.14], [2.89, -4.37, -1.54], [0.53, -1.67, -2.45], [-0.33, -1.05, -3.07], [4.01, -1.91, 0.51], [2.13, -0.70, -0.56], [1.24, -4.20, -2.88], [3.10, -5.40, -1.79]],
  "total_charge": -2,
  "spin_multiplicity": 2,
  "e_above_lowest_kcal_mol": 8.3,
  "e_lumo_ev": [3.1, 3.2],
  "gap_ev": [4.25, 4.20],
  "homo_ev": [-1.16, -0.98]
}

***

{
  "formula": "C18H15F3NO4S2",
  "method": "ωB97M-V/def2-TZVPD",
  "symbols": ["F", "C", "F", "F", "S", "N", "C", "O", "C", "C", "C", "O", "H", "H", "H", "H", "C", "C", "C", "C", "S", "C", "C", "C", "C", "C", "C", "C", "O", "O", "C", "C", "H", "H", "H", "H", "H", "H", "H", "H", "H", "H", "H"],
  "xyz": [[5.65, -0.35, -2.89], [4.90, -0.14, -1.81], [5.31, -1.00, -0.86], [5.09, 1.11, -1.37], [1.65, -1.53, -1.68], [2.69, 1.86, 0.19], [2.41, 2.37, -1.09], [3.05, 2.73, -2.06], [0.85, 2.24, -1.07], [0.74, 0.72, -0.86], [2.00, 0.45, -0.02], [2.75, -0.48, -0.74], [0.39, 2.69, -0.16], [0.37, 2.61, -1.99], [1.81, 0.10, 0.99], [0.82, 0.24, -1.89], [-0.13, -4.35, 2.81], [0.67, -4.08, 1.70], [0.27, -3.15, 0.75], [-0.95, -2.49, 0.90], [-1.47, -1.33, -0.40], [-0.50, 0.26, -0.21], [-1.64, 1.39, -0.20], [-1.64, 2.38, 0.81], [-2.45, 3.51, 0.71], [-3.30, 3.64, -0.40], [-3.38, 2.62, -1.35], [-2.55, 1.51, -1.25], [-1.14, -1.84, -1.71], [-2.83, -1.06, -0.01], [-1.78, -2.77, 1.99], [-1.36, -3.69, 2.94], [0.19, -5.07, 3.56], [1.62, -4.61, 1.57], [0.89, -2.92, -0.12], [-0.21, 0.10, 0.83], [-0.97, 2.26, 1.68], [-2.40, 4.28, 1.49], [-3.92, 4.52, -0.49], [-4.08, 2.69, -2.19], [-2.64, 0.72, -2.00], [-2.74, -2.26, 2.08], [-2.00, -3.89, 3.80]],
  "total_charge": -1,
  "spin_multiplicity": 1,
  "e_above_lowest_kcal_mol": 80.0,
  "e_lumo_ev": 0.1,
  "gap_ev": 4.07,
  "homo_ev": -3.95
}

***

{
  "formula": "C18H15F6I2N4O6SSn",
  "method": "ωB97M-V/def2-TZVPD",
  "symbols": ["Sn", "I", "C", "C", "C", "I", "C", "O", "C", "C", "N", "C", "C", "C", "C", "C", "C", "N", "C", "H", "H", "H", "H", "H", "H", "H", "H", "H", "H", "H", "N", "C", "N", "O", "H", "H", "H", "H", "F", "C", "F", "F", "C", "O", "O", "F", "C", "F", "F", "C", "O", "O", "S"],
  "xyz": [[0.67, 0.56, 0.40], [-0.49, -2.89, -6.21], [0.22, -2.05, -4.44], [1.26, -1.13, -4.48], [1.74, -0.58, -3.30], [3.26, 0.83, -3.39], [1.21, -0.96, -2.07], [1.69, -0.53, -0.92], [0.14, -1.87, -2.05], [-0.51, -2.12, -0.71], [-1.03, -0.86, -0.15], [-2.13, -0.28, -0.92], [-1.78, 0.97, -1.69], [-2.79, 1.69, -2.31], [-2.46, 2.82, -3.02], [-1.13, 3.21, -3.09], [-0.19, 2.43, -2.44], [-0.51, 1.33, -1.76], [-0.36, -2.41, -3.23], [1.69, -0.84, -5.43], [-1.32, -2.86, -0.81], [0.22, -2.50, 0.01], [-1.37, -1.00, 0.81], [-2.48, -1.01, -1.66], [-2.96, -0.08, -0.25], [-3.82, 1.36, -2.23], [-3.23, 3.41, -3.50], [-0.82, 4.09, -3.62], [0.86, 2.69, -2.45], [-1.19, -3.10, -3.19], [-2.58, 0.65, 3.49], [-2.43, -0.69, 3.30], [-2.39, -1.50, 4.41], [-2.36, -1.17, 2.17], [-2.28, 1.03, 4.37], [-2.26, 1.18, 2.68], [-2.12, -1.06, 5.27], [-1.91, -2.37, 4.23], [2.04, -0.86, 4.95], [1.10, -0.34, 4.15], [0.01, -0.11, 4.93], [1.53, 0.83, 3.71], [0.73, -1.36, 3.03], [0.34, -2.44, 3.40], [0.89, -0.96, 1.82], [4.64, 0.23, 2.82], [4.63, 1.35, 2.07], [5.90, 1.65, 1.79], [4.14, 2.33, 2.83], [3.79, 1.09, 0.77], [4.38, 0.75, -0.22], [2.54, 1.28, 0.99], [-0.71, 2.19, 1.16]],
  "total_charge": -1,
  "spin_multiplicity": 1,
  "e_above_lowest_kcal_mol": 0.0,
  "e_lumo_ev": 2.0,
  "gap_ev": 7.19,
  "homo_ev": -5.19
}

***

{
  "formula": "C18H15I3N2O5S",
  "method": "ωB97M-V/def2-TZVPD",
  "symbols": ["C", "C", "I", "C", "I", "N", "C", "O", "C", "C", "C", "C", "C", "I", "C", "C", "C", "O", "C", "O", "C", "S", "C", "O", "C", "N", "C", "C", "O", "H", "H", "H", "H", "H", "H", "H", "H", "H", "H", "H", "H", "H", "H", "H"],
  "xyz": [[2.50, -0.70, 3.51], [3.28, -0.60, 2.22], [4.99, 0.67, 2.34], [2.95, -1.26, 1.11], [4.22, -1.08, -0.61], [1.77, -2.09, 1.08], [0.50, -1.44, 1.30], [-0.07, -1.40, 2.34], [0.08, -0.90, -0.06], [-0.81, 0.08, -0.40], [-1.60, 0.81, 0.67], [-2.59, -0.17, 1.38], [-2.87, 0.24, 2.85], [-2.89, -1.46, 4.19], [-0.92, 0.35, -1.76], [-1.87, 1.44, -2.25], [-1.29, 2.85, -1.87], [0.15, 2.73, -1.76], [0.65, 3.17, -0.59], [1.82, 3.43, -0.50], [-0.19, -0.35, -2.71], [-0.29, 0.00, -4.46], [0.66, -1.37, -2.34], [1.40, -2.10, -3.27], [0.88, -3.30, -3.36], [0.34, -4.32, -3.53], [0.79, -1.62, -1.01], [1.62, -2.65, -0.27], [2.04, -3.70, -0.63], [1.94, -1.62, 3.62], [3.23, -0.67, 4.33], [1.89, 0.20, 3.66], [-0.95, 1.30, 1.40], [-2.23, 1.53, 0.16], [-2.26, -1.21, 1.31], [-3.56, -0.12, 0.88], [-2.06, 0.88, 3.21], [-3.80, 0.79, 2.91], [-2.84, 1.28, -1.76], [-2.02, 1.40, -3.32], [-1.46, 3.56, -2.68], [-1.73, 3.20, -0.93], [-0.02, 3.26, 0.29], [0.61, 0.99, -4.67]],
  "spin_multiplicity": 1,
  "e_above_lowest_kcal_mol": 13.6,
  "e_lumo_ev": -1.0,
  "gap_ev": 7.90,
  "homo_ev": -8.90
}

***

{
  "formula": "C18H15N3O6",
  "method": "ωB97M-V/def2-TZVPD",
  "symbols": ["C", "C", "C", "C", "C", "C", "N", "O", "O", "H", "H", "H", "H", "H", "C", "C", "C", "C", "C", "C", "N", "O", "O", "H", "H", "H", "H", "H", "C", "C", "C", "C", "C", "C", "N", "O", "O", "H", "H", "H", "H", "H"],
  "xyz": [[-1.05, 4.23, -3.98], [-0.42, 4.64, -2.81], [-0.88, 4.16, -1.57], [-1.90, 3.26, -1.43], [-2.38, 2.71, -2.65], [-1.90, 3.15, -3.90], [-2.27, 2.87, -0.09], [-2.97, 1.86, -0.02], [-1.87, 3.45, 0.91], [-0.56, 4.58, -4.87], [0.56, 5.09, -2.78], [-0.43, 4.53, -0.66], [-2.99, 1.84, -2.45], [-2.09, 2.57, -4.79], [-0.32, -0.18, -1.96], [0.02, -1.31, -1.27], [0.37, -2.44, -2.03], [0.36, -2.42, -3.41], [0.17, -1.16, -4.05], [-0.14, -0.04, -3.31], [0.70, -3.61, -4.17], [1.14, -4.59, -3.54], [0.62, -3.65, -5.40], [-0.71, 0.67, -1.41], [0.18, -1.23, -0.21], [0.71, -3.33, -1.52], [0.34, -1.12, -5.12], [-0.28, 0.91, -3.80], [1.83, -2.78, 6.72], [2.55, -2.95, 5.54], [2.10, -2.30, 4.39], [0.99, -1.36, 4.43], [0.27, -1.24, 5.63], [0.67, -1.98, 6.80], [0.63, -0.57, 3.17], [-0.21, 0.34, 3.29], [1.27, -0.78, 2.15], [2.32, -3.12, 7.62], [3.44, -3.57, 5.58], [2.58, -2.56, 3.46], [-0.64, -0.67, 5.74], [0.21, -1.88, 7.77]],
  "total_charge": -1,
  "spin_multiplicity": 2,
  "e_above_lowest_kcal_mol": 24.8,
  "e_lumo_ev": [1.1, 1.1],
  "gap_ev": [2.05, 6.33],
  "homo_ev": [-0.93, -5.19]
}

***

{
  "formula": "C18H15N6O2RuSSe",
  "method": "ωB97M-V/def2-TZVPD",
  "symbols": ["Ru", "C", "C", "O", "C", "C", "C", "N", "N", "C", "O", "C", "C", "C", "C", "C", "C", "H", "H", "H", "H", "H", "H", "H", "H", "H", "H", "H", "H", "S", "C", "N", "Se", "N", "C", "C", "C", "C", "N", "C", "N", "H", "H", "H"],
  "xyz": [[-0.94, 0.80, -1.10], [-1.59, 4.87, -0.08], [-1.34, 3.41, 0.17], [-1.54, 2.65, -0.87], [-1.00, 2.96, 1.42], [-0.90, 1.59, 1.81], [-0.77, 1.26, 3.27], [-0.94, 0.63, 0.93], [-0.90, -0.67, 1.41], [-1.04, -1.51, 0.44], [-1.21, -1.14, -0.81], [-0.97, -2.97, 0.71], [-1.10, -3.86, -0.35], [-1.02, -5.23, -0.12], [-0.82, -5.70, 1.17], [-0.69, -4.81, 2.23], [-0.77, -3.45, 2.00], [-1.56, 5.07, -1.15], [-0.85, 5.48, 0.44], [-2.58, 5.16, 0.30], [-0.89, 3.70, 2.20], [-0.71, 2.17, 3.86], [0.12, 0.65, 3.44], [-1.62, 0.67, 3.59], [-1.27, -3.48, -1.35], [-1.12, -5.92, -0.94], [-0.76, -6.77, 1.35], [-0.53, -5.18, 3.23], [-0.68, -2.74, 2.81], [-0.47, 0.67, -5.85], [-0.75, 0.75, -4.26], [-0.96, 0.83, -3.11], [2.58, 3.89, -2.44], [3.85, 2.70, -2.17], [3.25, 1.61, -1.72], [3.90, 0.40, -1.37], [3.12, -0.62, -0.94], [1.71, -0.47, -0.84], [1.06, 0.63, -1.14], [1.81, 1.70, -1.59], [1.26, 2.84, -1.91], [4.98, 0.32, -1.47], [3.54, -1.58, -0.66], [1.12, -1.32, -0.52]],
  "spin_multiplicity": 2,
  "e_above_lowest_kcal_mol": 0.0,
  "e_lumo_ev": [-1.9, -1.9],
  "gap_ev": [5.65, 5.55],
  "homo_ev": [-7.54, -7.46]
}

***

{
  "formula": "C18H16AuN2O",
  "method": "ωB97M-V/def2-TZVPD",
  "symbols": ["Au", "N", "C", "O", "C", "C", "H", "H", "H", "H", "H", "H", "C", "C", "C", "C", "C", "C", "C", "C", "C", "C", "C", "C", "C", "C", "C", "N", "H", "H", "H", "H", "H", "H", "H", "H", "H", "H"],
  "xyz": [[-0.17, 0.70, 1.37], [-2.73, 3.86, 0.65], [-2.04, 2.85, 1.16], [-0.82, 2.71, 0.89], [-2.69, 1.87, 2.10], [-2.18, 0.47, 1.80], [-2.26, 4.53, 0.06], [-3.70, 4.00, 0.89], [-3.78, 1.93, 2.06], [-2.38, 2.17, 3.10], [-2.54, 0.09, 0.85], [-2.36, -0.24, 2.60], [0.22, -2.99, 3.49], [0.68, -3.84, 2.50], [0.95, -3.35, 1.23], [0.74, -2.01, 0.91], [0.24, -1.17, 1.91], [-0.01, -1.65, 3.19], [1.08, -1.45, -0.41], [1.53, -2.25, -1.49], [1.76, -1.68, -2.70], [1.57, -0.30, -2.89], [1.78, 0.36, -4.12], [1.59, 1.71, -4.22], [1.20, 2.46, -3.10], [0.98, 1.85, -1.89], [1.15, 0.45, -1.77], [0.92, -0.15, -0.57], [0.03, -3.36, 4.48], [0.84, -4.89, 2.71], [1.35, -4.04, 0.49], [-0.38, -0.98, 3.96], [1.69, -3.31, -1.35], [2.10, -2.29, -3.53], [2.10, -0.22, -4.98], [1.76, 2.21, -5.17], [1.07, 3.53, -3.19], [0.69, 2.42, -1.02]],
  "total_charge": 1,
  "spin_multiplicity": 1,
  "e_above_lowest_kcal_mol": 23.2,
  "e_lumo_ev": -3.8,
  "gap_ev": 7.69,
  "homo_ev": -11.50
}

***

{
  "formula": "C18H16AuNPTe",
  "method": "ωB97M-V/def2-TZVPD",
  "symbols": ["Au", "N", "C", "C", "C", "C", "C", "C", "P", "C", "C", "C", "C", "C", "C", "C", "C", "C", "C", "C", "C", "H", "H", "H", "H", "H", "H", "H", "H", "H", "H", "H", "H", "H", "H", "H", "H", "Te"],
  "xyz": [[0.15, 1.10, 2.63], [1.32, -1.53, -0.42], [0.73, -2.77, -0.23], [1.52, -3.91, -0.17], [0.96, -5.16, 0.00], [-0.42, -5.29, 0.11], [-1.21, -4.15, 0.05], [-0.67, -2.89, -0.13], [-1.66, -1.33, -0.11], [-3.37, -2.02, 0.16], [-3.89, -2.08, 1.46], [-5.16, -2.61, 1.70], [-5.94, -3.08, 0.65], [-5.44, -3.00, -0.64], [-4.18, -2.49, -0.88], [-1.79, -1.14, -1.98], [-2.51, -0.01, -2.40], [-2.43, 0.46, -3.70], [-1.57, -0.15, -4.61], [-0.82, -1.24, -4.20], [-0.93, -1.73, -2.90], [0.76, -0.74, -0.10], [2.27, -1.47, -0.09], [2.60, -3.80, -0.24], [1.60, -6.04, 0.05], [-0.87, -6.26, 0.25], [-2.28, -4.26, 0.16], [-3.30, -1.72, 2.28], [-5.52, -2.66, 2.72], [-6.92, -3.50, 0.84], [-6.04, -3.36, -1.48], [-3.81, -2.45, -1.90], [-3.16, 0.49, -1.69], [-3.02, 1.32, -4.00], [-1.47, 0.24, -5.62], [-0.14, -1.72, -4.89], [-0.36, -2.60, -2.62], [-0.57, -1.28, 3.00]],
  "total_charge": -1,
  "spin_multiplicity": 1,
  "e_above_lowest_kcal_mol": 39.2,
  "e_lumo_ev": 2.5,
  "gap_ev": 5.38,
  "homo_ev": -2.88
}

***

{
  "formula": "C18H16Br2N3O3PdS",
  "method": "ωB97M-V/def2-TZVPD",
  "symbols": ["Pd", "O", "C", "C", "C", "N", "C", "Br", "C", "H", "H", "H", "H", "C", "C", "C", "C", "N", "C", "S", "N", "C", "H", "H", "H", "H", "H", "H", "H", "H", "Br", "C", "C", "C", "C", "C", "C", "C", "O", "O", "H", "H", "H", "H"],
  "xyz": [[0.50, -0.24, 1.13], [5.93, -0.82, 3.68], [4.79, -0.79, 2.99], [4.72, -0.51, 1.62], [3.49, -0.49, 1.02], [2.35, -0.74, 1.68], [2.44, -1.00, 3.00], [0.80, -1.31, 3.89], [3.62, -1.05, 3.70], [6.69, -0.62, 3.11], [5.61, -0.30, 1.04], [3.38, -0.26, -0.03], [3.65, -1.27, 4.75], [-1.92, 1.79, -2.78], [-0.52, 1.75, -2.26], [0.61, 1.61, -3.02], [1.84, 1.51, -2.35], [1.96, 1.56, -1.03], [0.85, 1.73, -0.30], [0.90, 1.99, 1.43], [-0.36, 1.83, -0.93], [3.12, 1.35, -3.12], [-1.93, 1.75, -3.87], [-2.42, 2.70, -2.45], [-2.48, 0.93, -2.40], [0.55, 1.56, -4.09], [-1.16, 1.88, -0.31], [2.94, 1.23, -4.18], [3.66, 0.48, -2.74], [3.75, 2.22, -2.95], [-2.84, -2.79, -1.93], [-3.84, -1.99, -0.54], [-5.21, -2.18, -0.57], [-6.02, -1.58, 0.38], [-5.46, -0.78, 1.37], [-4.10, -0.58, 1.39], [-3.26, -1.20, 0.46], [-1.81, -0.96, 0.58], [-0.92, -1.77, 0.26], [-1.42, 0.18, 1.08], [-5.64, -2.79, -1.35], [-7.09, -1.75, 0.35], [-6.09, -0.31, 2.12], [-3.64, 0.04, 2.15]],
  "total_charge": 1,
  "spin_multiplicity": 1,
  "e_lumo_ev": -3.8,
  "gap_ev": 7.80,
  "homo_ev": -11.57
}